1.
DFT (ωB97M-V with the def2-TZVPD basis set) results for one molecule with the formula C18H18ClN3O3.

The calculation puts the HOMO energy at -7.49 eV. Its SMILES is C=CCOc1c(Cl)cc(CNc2ccc3[nH]c(=O)[nH]c3c2)cc1OC. Its lowest unoccupied orbital energy is 0.538 eV. As for the total charge: 0. Its strongest force on any atom is 0.66 eV Å⁻¹. The calculation puts the energy above the lowest of the compared OMol25 structures with the same formula, charge and spin at 2.463 eV.

Geometry as XYZ:
```
43
Properties=species:S:1:pos:R:3:forces:R:3
C -5.365 -3.688 -0.533 0.0 -0.1 0.0
C -5.229 -2.465 -0.057 0.2 0.3 -0.1
C -3.916 -1.840 0.303 0.0 -0.6 0.3
O -3.965 -0.489 -0.125 0.1 0.2 0.1
C -2.860 0.296 -0.128 0.0 0.1 -0.1
C -2.965 1.466 -0.888 0.1 -0.2 0.1
Cl -4.446 1.751 -1.723 -0.2 0.1 -0.2
C -1.939 2.384 -0.992 0.1 -0.2 0.1
C -0.749 2.154 -0.320 -0.2 0.0 -0.1
C 0.383 3.154 -0.460 0.0 -0.1 -0.1
N 1.525 2.940 0.388 -0.3 0.4 0.3
C 2.385 1.868 0.257 0.5 -0.2 0.0
C 3.276 1.601 1.307 -0.2 0.1 0.0
C 4.209 0.580 1.245 0.0 -0.2 -0.3
C 4.243 -0.189 0.100 -0.4 0.4 0.0
N 5.019 -1.268 -0.284 0.1 -0.1 0.1
C 4.656 -1.697 -1.540 0.2 -0.4 -0.1
O 5.132 -2.613 -2.167 0.2 -0.3 -0.2
N 3.625 -0.867 -1.934 -0.2 0.1 -0.1
C 3.354 0.066 -0.957 0.2 0.2 0.6
C 2.421 1.081 -0.900 0.0 0.1 0.1
C -0.626 1.010 0.453 0.0 -0.1 0.1
C -1.652 0.080 0.561 -0.1 -0.1 0.0
O -1.544 -1.052 1.327 -0.4 0.3 -0.3
C -0.310 -1.342 1.939 0.2 -0.1 0.1
H -6.330 -4.105 -0.758 -0.2 0.0 0.0
H -4.515 -4.327 -0.706 0.2 -0.1 -0.1
H -6.085 -1.826 0.108 -0.2 0.0 0.0
H -3.774 -1.885 1.391 0.0 0.0 -0.2
H -3.088 -2.371 -0.179 -0.1 0.1 0.1
H -2.072 3.265 -1.598 -0.1 0.1 -0.1
H 0.719 3.162 -1.503 0.0 0.1 0.0
H -0.003 4.155 -0.243 0.1 -0.1 -0.1
H 1.412 3.265 1.336 0.0 0.0 -0.1
H 3.230 2.218 2.192 0.0 0.1 0.1
H 4.882 0.396 2.067 0.1 0.0 0.1
H 5.761 -1.685 0.249 0.0 -0.1 -0.2
H 3.167 -0.943 -2.825 0.1 -0.1 0.0
H 1.739 1.244 -1.717 -0.1 0.0 -0.1
H 0.293 0.838 0.986 0.1 0.0 0.1
H -0.449 -2.310 2.419 0.1 0.1 0.0
H -0.051 -0.598 2.700 0.0 0.0 0.0
H 0.501 -1.412 1.207 0.0 0.0 0.0
```
Forces are in eV/Å.

=====

2.
DFT (ωB97M-V with the def2-TZVPD basis set) results for C15H31BN9S3V as an isolated structure.

The calculation puts the HOMO energy (alpha / beta) at -13.41 / -13.41 eV. Its lowest unoccupied orbital energy (alpha / beta) is -6.387 / -5.587 eV. As for the total charge: +2. Its strongest force on any atom is 0.40 eV Å⁻¹. As for the expectation value of S²: 2.03. The calculation puts the energy above the lowest of the compared OMol25 structures with the same formula, charge and spin at 0.875 eV. Its spin multiplicity is 3.

Geometry as XYZ:
```
60
Properties=species:S:1:pos:R:3:forces:R:3
V -0.185 0.042 0.570 -0.2 0.0 0.4
C 0.406 -3.783 4.107 -0.1 0.0 0.0
N -0.661 -2.790 4.188 0.1 0.0 0.1
C -1.408 -2.543 5.320 0.0 0.0 0.0
C -2.328 -1.615 4.982 0.0 0.0 0.0
N -2.152 -1.293 3.651 0.0 0.1 0.1
B -3.060 -0.230 2.933 0.0 0.0 0.0
N -3.652 -0.855 1.634 -0.1 0.0 0.0
C -4.640 -1.816 1.627 0.0 0.0 0.0
C -4.938 -2.105 0.339 0.0 0.0 0.0
N -4.126 -1.316 -0.443 -0.1 0.0 0.0
C -4.132 -1.277 -1.903 0.0 0.0 0.1
C -3.355 -0.575 0.367 0.2 0.1 0.0
S -2.212 0.609 -0.233 -0.2 0.0 -0.1
C -1.127 -2.020 3.186 0.0 0.0 -0.2
S -0.501 -2.110 1.560 0.0 0.1 0.1
H 0.956 -3.775 5.044 0.0 0.0 0.0
H 1.071 -3.528 3.288 0.0 0.0 0.0
H -0.019 -4.771 3.936 0.0 0.0 0.0
H -1.219 -3.054 6.247 0.0 0.0 0.0
H -3.101 -1.149 5.567 0.0 0.0 0.0
H -2.443 0.760 2.627 0.0 0.0 0.0
H -3.947 0.032 3.691 0.0 0.0 0.0
H -5.057 -2.195 2.542 0.0 0.0 0.0
H -5.657 -2.781 -0.090 0.0 0.0 0.0
H -4.844 -2.016 -2.255 0.0 0.0 0.0
H -3.143 -1.517 -2.283 0.0 0.0 0.0
H -4.433 -0.290 -2.248 0.0 0.0 0.0
N 0.171 0.947 2.425 0.1 0.0 0.0
C 0.787 2.302 2.505 0.0 -0.1 0.0
C 0.055 3.268 1.588 0.0 0.0 0.1
C 0.563 3.230 0.161 0.1 0.0 -0.1
N 0.506 1.866 -0.465 0.0 0.0 0.0
H -0.783 0.998 2.801 0.0 0.0 0.0
H 0.659 0.302 3.044 0.1 0.0 0.0
H 1.836 2.208 2.216 0.0 0.0 0.0
H 0.759 2.637 3.541 0.0 0.0 0.0
H 0.189 4.283 1.964 0.0 0.0 0.0
H -1.022 3.071 1.626 0.0 0.0 0.0
H 1.605 3.552 0.136 0.0 0.0 0.0
H 0.000 3.924 -0.460 0.0 0.0 0.0
H 1.425 1.684 -0.876 0.0 0.0 0.0
H -0.096 1.923 -1.284 0.0 0.0 0.0
C 2.387 -2.377 -2.427 -0.1 0.1 0.0
C 1.546 -1.601 -1.538 0.2 -0.1 0.0
N 0.901 -0.988 -0.819 0.1 0.0 -0.1
H 1.909 -2.433 -3.405 0.0 0.0 0.0
H 2.522 -3.378 -2.020 0.0 0.0 0.0
H 3.338 -1.850 -2.510 0.0 0.0 0.0
C 6.385 2.274 -1.097 0.0 0.0 -0.1
N 5.993 1.978 -2.467 0.0 0.0 0.0
C 4.836 1.457 -2.863 -0.1 0.1 0.1
N 4.701 1.205 -4.176 0.0 0.0 0.0
S 3.555 1.080 -1.802 0.0 -0.1 0.0
H 7.282 1.714 -0.839 0.0 0.0 0.0
H 5.574 1.983 -0.438 0.0 0.0 0.0
H 6.579 3.340 -0.989 0.0 0.0 0.0
H 6.680 2.169 -3.181 0.0 0.0 0.0
H 5.404 1.469 -4.848 0.0 0.0 0.0
H 3.789 0.959 -4.515 0.0 0.0 0.0
```
Forces are in eV/Å.

=====

3.
DFT (ωB97M-V with the def2-TZVPD basis set) results for a 2-piece molecular cluster, C6H15O2 overall.

The calculation puts the HOMO energy (alpha / beta) at -8.17 / -9.67 eV. Its lowest unoccupied orbital energy (alpha / beta) is 1.046 / 0.713 eV. As for the total charge: 0. Its strongest force on any atom is 1.52 eV Å⁻¹. As for the expectation value of S²: 0.75. The calculation puts the energy above the lowest of the compared OMol25 structures with the same formula, charge and spin at 1.234 eV. Its spin multiplicity is 2.

Geometry as XYZ:
```
23
Properties=species:S:1:pos:R:3:forces:R:3
H 2.351 1.191 -0.468 -0.1 -0.2 0.2
C 2.213 0.330 0.201 0.1 0.2 0.1
C 1.397 -0.749 -0.490 -0.1 -0.4 0.2
O 0.140 -0.285 -0.947 -1.2 0.0 0.9
H 1.723 0.683 1.119 0.1 -0.1 -0.3
H 3.205 -0.063 0.465 -0.2 0.1 -0.1
H 1.254 -1.618 0.175 0.1 0.1 -0.1
H 1.949 -1.120 -1.368 -0.2 0.1 0.1
C -1.030 -0.635 -0.131 0.9 0.0 -0.9
C -1.060 -0.063 1.269 0.2 -0.1 0.2
O -1.080 1.339 1.219 0.0 0.1 -0.2
C -1.054 1.936 2.489 0.0 0.1 0.3
H -1.107 -1.734 -0.064 0.1 0.3 0.0
H -1.896 -0.269 -0.700 0.3 0.0 0.1
H -0.187 -0.413 1.853 -0.2 0.1 -0.1
H -1.961 -0.447 1.783 0.1 0.0 -0.1
H -1.066 3.025 2.351 0.0 -0.3 0.0
H -1.931 1.638 3.091 0.2 0.1 -0.1
H -0.139 1.656 3.043 -0.2 0.1 -0.1
C -0.414 -1.084 -3.675 -0.1 -0.1 -0.4
H -0.246 -2.137 -3.449 -0.1 0.4 0.0
H 0.346 -0.526 -4.223 -0.3 -0.2 0.3
H -1.408 -0.655 -3.545 0.4 -0.1 0.0
```
Forces are in eV/Å.

=====

4.
DFT (ωB97M-V with the def2-TZVPD basis set) results for C4H8O2 as an isolated structure.

The calculation puts the HOMO energy at -9.86 eV. Its lowest unoccupied orbital energy is 0.870 eV. As for the total charge: 0. Its strongest force on any atom is 0.78 eV Å⁻¹. The calculation puts the energy above the lowest of the compared OMol25 structures with the same formula, charge and spin at 2.121 eV.

Geometry as XYZ:
```
14
Properties=species:S:1:pos:R:3:forces:R:3
C 1.359 0.690 0.213 0.1 0.2 0.1
C 0.618 -0.627 -0.116 0.2 -0.3 -0.4
O 0.015 -1.235 1.043 0.1 0.5 0.3
C -1.167 -0.460 0.786 -0.5 -0.2 0.0
C -0.808 -0.442 -0.709 0.1 0.0 0.2
O -1.072 0.668 -1.507 0.0 0.3 0.1
H 0.793 1.525 0.674 -0.2 -0.7 -0.3
H 2.145 0.493 0.948 0.0 -0.2 -0.2
H 1.819 1.127 -0.679 0.1 -0.3 0.0
H 1.280 -1.356 -0.601 0.0 0.4 0.0
H -1.029 0.549 1.174 -0.3 0.1 0.3
H -2.077 -0.915 1.180 0.0 0.0 -0.2
H -1.223 -1.313 -1.233 0.5 0.1 0.2
H -0.629 1.419 -1.093 -0.1 0.1 -0.2
```
Forces are in eV/Å.

=====

5.
DFT (ωB97M-V with the def2-TZVPD basis set) results for a 2-piece molecular cluster, CH4N2O overall.

The calculation puts the HOMO energy (alpha / beta) at -9.19 / -9.51 eV. Its lowest unoccupied orbital energy (alpha / beta) is 0.314 / 0.401 eV. As for the total charge: 0. Its strongest force on any atom is 3.39 eV Å⁻¹. The calculation puts the energy above the lowest of the compared OMol25 structures with the same formula, charge and spin at 6.395 eV.

Geometry as XYZ:
```
8
Properties=species:S:1:pos:R:3:forces:R:3
C 0.576 0.649 0.898 0.4 1.4 -0.1
N -0.323 -0.389 0.615 -2.6 -0.3 -2.1
N -0.557 -0.416 -1.442 1.5 0.3 1.6
O 0.910 -0.697 1.037 1.5 -1.0 0.2
H 1.072 1.163 0.083 -0.1 -0.1 -0.1
H 0.387 1.220 1.803 0.1 -0.1 0.1
H -0.546 -1.430 -1.528 -0.3 -0.1 0.1
H -1.518 -0.101 -1.466 -0.4 -0.2 0.2
```
Forces are in eV/Å.

=====

6.
DFT (ωB97M-V with the def2-TZVPD basis set) results for C19H19FeO4 as an isolated structure.

The calculation puts the HOMO energy (alpha / beta) at -11.03 / -11.24 eV. Its lowest unoccupied orbital energy (alpha / beta) is -3.822 / -6.783 eV. As for the total charge: +1. Its strongest force on any atom is 8.42 eV Å⁻¹. As for the expectation value of S²: 6.07. Its spin multiplicity is 5.

Geometry as XYZ:
```
43
Properties=species:S:1:pos:R:3:forces:R:3
C -3.863 0.595 -2.351 0.5 0.1 0.1
O -2.930 0.025 -1.425 0.6 -0.1 -0.3
C -1.965 0.828 -0.749 -1.6 -0.1 0.2
C -1.865 0.246 0.665 -0.3 0.2 0.3
C -1.724 1.086 1.773 0.4 0.0 0.0
C -1.407 0.558 3.030 -0.1 0.1 -0.1
C -1.272 -0.824 3.218 -0.2 0.6 -0.2
C -0.732 -1.344 4.520 0.1 -0.1 0.3
C -1.633 -1.655 2.156 0.0 0.2 0.0
C -1.962 -1.130 0.906 0.4 0.0 -0.1
H -4.197 -0.238 -2.975 0.0 0.2 0.1
H -4.738 1.040 -1.855 0.3 -0.1 0.1
H -3.375 1.349 -2.981 -0.2 -0.1 0.0
H -2.344 1.871 -0.694 0.2 -0.4 0.0
H -1.852 2.165 1.641 0.2 -0.3 0.1
H -1.251 1.225 3.885 -0.1 -0.2 -0.4
H -0.667 -2.437 4.518 0.0 0.2 0.0
H 0.278 -0.935 4.676 -0.3 -0.2 0.0
H -1.327 -1.048 5.397 0.0 0.0 -0.4
H -1.638 -2.729 2.320 -0.1 0.1 -0.1
H -2.286 -1.791 0.110 0.2 0.0 0.0
O 2.718 5.505 -5.488 -0.5 -2.6 2.1
C 2.663 4.660 -4.692 0.6 4.7 -4.9
Fe 2.860 3.694 -3.251 2.0 -3.0 0.3
C 4.715 3.924 -3.350 5.0 1.6 0.3
O 5.728 4.486 -3.331 -3.2 -1.9 -0.2
C 2.750 5.116 -2.207 1.7 7.3 3.8
O 3.034 6.156 -1.763 -1.4 -3.6 -1.2
C 0.862 0.835 -3.585 0.6 0.5 -0.8
C -0.501 0.658 -2.976 -0.6 -0.2 0.4
C -0.545 0.866 -1.448 0.8 -1.3 -0.5
C 0.111 2.101 -1.012 0.2 -0.7 1.5
C 0.574 3.168 -1.724 0.3 1.1 -2.2
C 0.973 3.251 -3.130 -4.4 -1.8 1.8
C 1.487 2.035 -3.772 -1.1 -1.6 -0.3
H 1.264 -0.057 -4.067 0.2 0.3 0.1
H -1.230 1.358 -3.410 0.3 -0.1 -0.3
H -0.846 -0.373 -3.191 0.0 0.7 0.1
H 0.016 -0.009 -1.020 -0.3 0.7 0.0
H 0.104 2.206 0.075 0.0 0.2 -0.1
H 0.619 4.110 -1.166 -0.3 -0.1 -0.2
H 0.400 3.945 -3.762 0.7 0.5 0.4
H 2.334 2.148 -4.492 -0.7 -0.7 0.1
```
Forces are in eV/Å.